Computed, not measured: one molecule with the formula C4H9FO in a non-equilibrium geometry, with ωB97M-V with the def2-TZVPD basis set.

```
15
Properties=species:S:1:pos:R:3
C 0.573 1.207 1.091
C -0.303 0.397 0.136
C 0.295 -0.971 -0.062
C -0.405 -1.584 -1.227
H -0.310 2.905 0.509
H 0.669 0.666 2.049
H 1.567 1.361 0.728
H -1.291 0.356 0.595
H -0.431 0.877 -0.807
H 0.088 -1.639 0.779
H 1.335 -0.952 -0.288
H -1.469 -1.617 -0.983
H -0.038 -2.609 -1.445
O -0.059 2.474 1.329
F -0.221 -0.870 -2.403
```

HOMO-LUMO gap = 11.311 eV
SMILES = OCCCCF
Highest occupied orbital energy = -0.3778 hartree
Energy above the lowest of the compared OMol25 structures with the same formula, charge and spin = 0.224 eV
Net charge = 0

Here are the Löwdin charges for atoms 1 to 4, given in e:
1. C -0.251
2. C -0.201
3. C -0.200
4. C -0.239

Computed, not measured: H27O13 as an isolated structure in a non-equilibrium geometry, with ωB97M-V with the def2-TZVPD basis set.

```
40
Properties=species:S:1:pos:R:3
O 2.187 2.574 1.465
H -3.626 2.054 -0.132
H -0.438 -0.783 1.082
O 0.133 -0.483 0.364
H 1.350 0.471 -1.335
H 1.439 -1.643 -0.086
O -2.432 -0.672 -3.527
H -1.431 1.293 -1.455
O 2.350 -1.999 0.110
H 1.627 -1.040 -2.808
H 2.698 -0.936 0.569
O -0.493 -3.601 1.277
H 1.413 2.603 0.859
H -1.597 -0.002 -2.412
O 3.055 0.235 0.949
H 0.702 -2.199 -3.326
H 3.244 0.260 1.900
O -0.504 1.755 2.721
H -2.838 2.871 0.653
H -0.285 1.914 3.636
O 2.285 0.232 -1.293
H 2.828 1.032 -1.180
H -0.213 -4.491 0.993
O 0.988 -1.711 -2.552
H 2.474 0.982 0.694
H -0.383 -0.633 -0.475
O -2.867 -1.330 2.269
H -3.790 -1.310 2.003
H -2.819 -2.071 2.889
O -1.376 0.315 -1.473
H 2.715 -1.963 -0.785
H 2.111 3.426 1.903
O -0.100 2.174 -0.154
H -1.437 -3.797 1.286
H 0.095 1.262 2.168
O -2.733 2.420 -0.207
H -3.156 -1.050 -2.991
H -0.808 2.821 -0.164
H -0.463 1.494 0.421
H -2.783 0.242 -3.490
```

HOMO-LUMO gap = 11.221 eV
Highest occupied orbital energy = -0.5049 hartree
Energy above the lowest of the compared OMol25 structures with the same formula, charge and spin = 1.697 eV
Net charge = +1

Here are the Löwdin charges for atoms 1 to 4, given in e:
1. O -0.060
2. H 0.073
3. H 0.066
4. O -0.085

Computed, not measured: one molecule with the formula C20H17NO2 in a non-equilibrium geometry, with ωB97M-V with the def2-TZVPD basis set.

```
40
Properties=species:S:1:pos:R:3
C -0.684 1.179 1.413
N 0.082 1.866 2.610
O -0.741 2.020 3.539
O 1.309 2.022 2.653
C -0.267 1.902 0.119
C 1.067 1.958 -0.194
C 1.529 2.262 -1.491
C 0.617 2.577 -2.490
C -0.742 2.661 -2.178
C -1.187 2.346 -0.867
H -1.779 1.434 1.584
H 1.768 1.672 0.602
H 2.585 2.132 -1.718
H 0.968 2.730 -3.521
H -1.457 2.849 -3.013
H -2.291 2.362 -0.730
C -0.381 -0.311 1.655
C -0.831 -0.852 3.027
C 0.141 -0.820 4.044
C -0.250 -0.806 5.396
C -1.617 -0.842 5.693
C -2.553 -1.124 4.686
C -2.126 -1.251 3.365
C -0.908 -1.008 0.430
C 0.001 -1.442 -0.512
C -0.454 -1.822 -1.808
C -1.821 -1.787 -2.076
C -2.738 -1.462 -1.061
C -2.284 -1.011 0.168
H 0.744 -0.229 1.635
H 1.226 -0.737 3.817
H 0.484 -0.590 6.178
H -1.955 -0.646 6.712
H -3.625 -1.117 4.909
H -2.834 -1.594 2.602
H 1.081 -1.498 -0.307
H 0.276 -1.994 -2.610
H -2.172 -2.020 -3.086
H -3.800 -1.396 -1.279
H -2.964 -0.627 0.923
```

HOMO-LUMO gap = 9.155 eV
SMILES = O=[N+]([O-])[C@@H](c1ccccc1)C(c1ccccc1)c1ccccc1
Highest occupied orbital energy = -0.3295 hartree
Energy above the lowest of the compared OMol25 structures with the same formula, charge and spin = 3.836 eV
Net charge = 0

Here are the Löwdin charges for atoms 1 to 4, given in e:
1. C -0.103
2. N -0.303
3. O 0.061
4. O 0.060

Please write out number 1 again, unchanged.
Computed, not measured: one molecule with the formula C4H9FO in a non-equilibrium geometry, with ωB97M-V with the def2-TZVPD basis set.

```
15
Properties=species:S:1:pos:R:3
C 0.573 1.207 1.091
C -0.303 0.397 0.136
C 0.295 -0.971 -0.062
C -0.405 -1.584 -1.227
H -0.310 2.905 0.509
H 0.669 0.666 2.049
H 1.567 1.361 0.728
H -1.291 0.356 0.595
H -0.431 0.877 -0.807
H 0.088 -1.639 0.779
H 1.335 -0.952 -0.288
H -1.469 -1.617 -0.983
H -0.038 -2.609 -1.445
O -0.059 2.474 1.329
F -0.221 -0.870 -2.403
```

HOMO-LUMO gap = 11.311 eV
SMILES = OCCCCF
Highest occupied orbital energy = -0.3778 hartree
Energy above the lowest of the compared OMol25 structures with the same formula, charge and spin = 0.224 eV
Net charge = 0

Here are the Löwdin charges for atoms 1 to 4, given in e:
1. C -0.251
2. C -0.201
3. C -0.200
4. C -0.239

Repeat the third record exactly.
Computed, not measured: one molecule with the formula C20H17NO2 in a non-equilibrium geometry, with ωB97M-V with the def2-TZVPD basis set.

```
40
Properties=species:S:1:pos:R:3
C -0.684 1.179 1.413
N 0.082 1.866 2.610
O -0.741 2.020 3.539
O 1.309 2.022 2.653
C -0.267 1.902 0.119
C 1.067 1.958 -0.194
C 1.529 2.262 -1.491
C 0.617 2.577 -2.490
C -0.742 2.661 -2.178
C -1.187 2.346 -0.867
H -1.779 1.434 1.584
H 1.768 1.672 0.602
H 2.585 2.132 -1.718
H 0.968 2.730 -3.521
H -1.457 2.849 -3.013
H -2.291 2.362 -0.730
C -0.381 -0.311 1.655
C -0.831 -0.852 3.027
C 0.141 -0.820 4.044
C -0.250 -0.806 5.396
C -1.617 -0.842 5.693
C -2.553 -1.124 4.686
C -2.126 -1.251 3.365
C -0.908 -1.008 0.430
C 0.001 -1.442 -0.512
C -0.454 -1.822 -1.808
C -1.821 -1.787 -2.076
C -2.738 -1.462 -1.061
C -2.284 -1.011 0.168
H 0.744 -0.229 1.635
H 1.226 -0.737 3.817
H 0.484 -0.590 6.178
H -1.955 -0.646 6.712
H -3.625 -1.117 4.909
H -2.834 -1.594 2.602
H 1.081 -1.498 -0.307
H 0.276 -1.994 -2.610
H -2.172 -2.020 -3.086
H -3.800 -1.396 -1.279
H -2.964 -0.627 0.923
```

HOMO-LUMO gap = 9.155 eV
SMILES = O=[N+]([O-])[C@@H](c1ccccc1)C(c1ccccc1)c1ccccc1
Highest occupied orbital energy = -0.3295 hartree
Energy above the lowest of the compared OMol25 structures with the same formula, charge and spin = 3.836 eV
Net charge = 0

Here are the Löwdin charges for atoms 1 to 4, given in e:
1. C -0.103
2. N -0.303
3. O 0.061
4. O 0.060